Record 1
Formula: C27H41N5O3PbSSb
Source: OMol25
Level of theory: ωB97M-V/def2-TZVPD

Computed properties:
HOMO energy: -0.59207 hartree
Kohn-Sham gap: 6.98 eV
molar mass: 844.7 u
lowest unoccupied orbital energy: -0.336 Ha

The geometry in ORCA input format:
```
! wB97M-V def2-TZVPD RIJCOSX def2/J DEFGRID3
* xyz 3 1
Pb 0.334 -0.032 0.940
O 2.882 -0.219 0.128
C 3.484 -0.595 -1.139
C 3.294 -2.052 -1.485
C 1.806 -2.464 -1.549
C 1.348 -3.192 -0.313
C 1.528 -4.565 -0.203
C 1.151 -5.220 0.956
C 0.593 -4.488 1.995
C 0.439 -3.132 1.819
N 0.810 -2.490 0.698
H 3.383 -0.639 0.840
H 4.539 -0.325 -1.122
H 2.982 0.022 -1.880
H 3.832 -2.677 -0.766
H 3.771 -2.216 -2.453
H 1.645 -3.103 -2.416
H 1.179 -1.572 -1.694
H 1.965 -5.112 -1.029
H 1.288 -6.290 1.050
H 0.286 -4.958 2.919
H 0.004 -2.523 2.609
N -2.771 2.764 -6.617
C -2.818 2.581 -5.299
C -3.997 2.901 -4.573
C -4.057 2.711 -3.226
C -2.923 2.201 -2.556
C -1.748 1.852 -3.251
C -1.693 2.056 -4.599
S -3.110 1.792 -0.936
O -4.213 2.337 -0.225
O -1.859 3.331 -0.106
N -2.003 0.824 -0.287
C -2.625 -0.387 -0.531
N -2.118 -1.542 -0.174
C -2.912 -2.598 -0.432
C -4.163 -2.480 -1.022
C -4.594 -1.215 -1.389
N -3.786 -0.181 -1.154
H -3.554 3.151 -7.120
H -1.940 2.566 -7.149
H -4.853 3.304 -5.101
H -4.953 2.966 -2.673
H -0.901 1.439 -2.717
H -0.791 1.820 -5.151
H -2.521 -3.569 -0.148
H -4.783 -3.347 -1.195
H -5.548 -1.026 -1.864
C 0.451 3.199 2.690
C 1.530 3.714 1.734
C 1.597 5.237 1.773
Sb 1.260 2.840 -0.250
C 0.042 4.264 -1.392
C 0.705 5.621 -1.641
C -1.296 4.525 -0.734
C 3.196 3.129 -1.208
C 3.918 4.401 -0.771
C 3.034 3.007 -2.722
H 0.632 3.583 3.696
H 0.432 2.109 2.778
H -0.546 3.530 2.391
H 2.500 3.298 2.022
H 0.620 5.684 1.578
H 2.318 5.655 1.075
H 1.897 5.550 2.775
H -0.093 3.758 -2.349
H 1.005 6.113 -0.720
H -0.001 6.282 -2.152
H 1.577 5.537 -2.285
H -1.179 5.251 0.071
H -2.484 3.617 0.580
H -2.022 4.920 -1.449
H 3.766 2.281 -0.840
H 3.384 5.307 -1.052
H 4.894 4.437 -1.263
H 4.101 4.423 0.304
H 2.482 3.849 -3.142
H 2.521 2.085 -3.018
H 4.018 3.001 -3.198
*
```

***

Record 2
Formula: C15H29BF3N5O3P
Source: OMol25
Level of theory: ωB97M-V/def2-TZVPD

Computed properties:
HOMO energy: -0.47129 hartree
Kohn-Sham gap: 9.73 eV
molar mass: 426.2 u
lowest unoccupied orbital energy: -0.114 Ha

The geometry in ORCA input format:
```
! wB97M-V def2-TZVPD RIJCOSX def2/J DEFGRID3
* xyz 1 1
C -2.581 0.817 -1.845
C -1.533 1.551 -2.870
C -0.014 0.869 -2.880
N 0.962 1.966 -2.579
C 1.882 1.692 -1.416
B 3.001 0.483 -1.708
C 2.605 -1.137 -1.786
O 4.472 0.756 -1.879
C 1.143 1.276 -0.011
O 0.461 2.421 0.670
C 1.424 3.472 1.030
P 0.528 5.152 0.616
O 1.521 6.380 0.547
C 1.763 3.507 2.668
F 0.704 4.158 3.471
F 2.074 2.145 3.213
F 3.007 4.340 2.863
C 2.880 3.320 0.285
N 2.613 3.030 -1.172
H -2.106 -0.120 -1.329
H -3.558 0.559 -2.481
H -2.957 1.618 -1.044
H -1.405 2.668 -2.471
H -1.912 1.607 -3.976
H 0.065 -0.097 -2.232
H 0.177 0.538 -4.011
H 1.588 2.065 -3.412
H 3.572 -1.831 -1.862
H 2.049 -1.287 -2.830
H 1.851 -1.476 -0.958
H 4.722 0.348 -2.780
H 1.934 0.739 0.704
H 0.280 0.461 -0.141
H -0.176 4.953 -0.659
H -0.537 5.372 1.593
H 3.558 2.470 0.769
H 3.393 4.388 0.334
H 1.925 3.774 -1.502
H 3.459 3.148 -1.771
C -3.666 -3.633 -1.830
C -2.667 -2.592 -2.306
N -1.837 -1.728 -2.701
H -4.352 -3.188 -1.104
H -4.243 -4.012 -2.679
H -3.140 -4.467 -1.357
C -2.310 -4.439 2.056
C -3.384 -4.839 1.058
N -4.276 -5.171 0.230
H -1.353 -4.312 1.542
H -2.582 -3.497 2.540
H -2.203 -5.214 2.820
C -1.399 -4.729 6.211
C -0.647 -5.030 4.925
N -0.023 -5.280 3.858
H -2.193 -4.003 6.017
H -1.844 -5.646 6.606
H -0.713 -4.316 6.956
*
```

***

Record 3
Formula: C40H42ClFIN4O8P2S
Source: OMol25
Level of theory: ωB97M-V/def2-TZVPD

Computed properties:
HOMO energy: -0.40504 hartree
Kohn-Sham gap: 7.61 eV
molar mass: 982.2 u
lowest unoccupied orbital energy: -0.125 Ha

The geometry in ORCA input format:
```
! wB97M-V def2-TZVPD RIJCOSX def2/J DEFGRID3
* xyz 1 1
C -0.832 3.203 1.702
C -0.138 3.843 0.352
I -0.726 2.547 -1.258
C 1.360 4.270 0.610
C 2.578 3.607 -0.186
C 2.521 4.347 -1.651
O 2.500 2.215 -0.484
C 2.982 1.265 0.453
C 1.861 0.673 1.489
C 0.744 -0.242 0.802
O 0.924 -1.668 0.944
C 3.453 -0.039 -0.421
C 2.811 -0.090 -1.894
O 3.163 0.674 -2.837
Cl 1.553 -1.349 -2.412
C 4.178 1.783 1.452
O 3.677 2.291 2.711
P 5.293 0.308 2.055
N 5.945 0.627 3.497
N 4.946 2.876 0.764
N 5.614 2.313 -0.327
P 6.277 3.620 1.796
N 7.584 2.666 1.862
C 4.060 4.074 0.360
F 4.856 4.695 -0.690
S 3.997 5.432 1.643
H -0.095 3.037 2.553
H -1.274 2.163 1.452
H -1.720 3.856 2.054
H -0.753 4.815 0.204
H 1.445 5.403 0.367
H 1.470 4.258 1.768
H 2.679 5.489 -1.549
H 1.491 4.254 -2.142
H 3.251 3.865 -2.398
H 1.327 1.506 2.056
H 2.417 0.011 2.258
H 0.621 0.101 -0.278
H -0.261 0.009 1.325
H 1.755 -1.878 1.430
H 4.592 -0.028 -0.637
H 3.291 -1.021 0.168
H 2.930 2.912 2.586
H 6.372 0.061 1.151
H 4.538 -0.915 2.173
H 5.653 -0.072 4.195
H 5.022 2.207 -1.162
H 6.518 2.756 -0.532
H 6.783 4.844 1.197
H 5.868 3.798 3.161
H 8.385 3.188 1.473
H 3.218 5.061 2.725
C -3.870 -5.732 -7.852
C -4.704 -5.678 -6.737
C -4.628 -4.600 -5.862
C -3.707 -3.577 -6.092
C -2.855 -3.644 -7.195
C -2.946 -4.718 -8.081
C -1.840 -2.591 -7.424
O -1.097 -2.646 -8.389
C -1.734 -1.474 -6.457
C -0.745 -0.504 -6.628
C -0.647 0.555 -5.732
C -1.542 0.656 -4.670
C -2.526 -0.311 -4.493
C -2.617 -1.383 -5.382
C -3.645 -2.426 -5.164
O -4.426 -2.340 -4.231
H -3.937 -6.568 -8.540
H -5.417 -6.475 -6.552
H -5.284 -4.561 -4.998
H -2.296 -4.769 -8.949
H -0.046 -0.575 -7.456
H 0.127 1.306 -5.864
H -1.470 1.487 -3.975
H -3.217 -0.230 -3.660
C -2.206 -3.755 1.758
C -2.848 -4.862 2.307
C -3.616 -4.722 3.458
C -3.734 -3.473 4.070
C -3.071 -2.370 3.533
C -2.315 -2.511 2.369
C -3.146 -1.050 4.199
O -2.568 -0.083 3.726
C -3.926 -0.922 5.450
C -3.960 0.301 6.121
C -4.700 0.434 7.291
C -5.417 -0.651 7.790
C -5.382 -1.874 7.128
C -4.628 -2.014 5.962
C -4.568 -3.329 5.285
O -5.191 -4.280 5.723
H -1.614 -3.864 0.854
H -2.752 -5.836 1.837
H -4.119 -5.587 3.879
H -1.808 -1.654 1.939
H -3.406 1.152 5.737
H -4.721 1.385 7.814
H -6.001 -0.545 8.699
H -5.938 -2.717 7.524
*
```

***

Record 4
Formula: C8H19NO
Source: OMol25
Level of theory: ωB97M-V/def2-TZVPD

Computed properties:
HOMO energy: -0.27438 hartree
Kohn-Sham gap: 8.27 eV
molar mass: 145.2 u
lowest unoccupied orbital energy: 0.030 Ha

The geometry in ORCA input format:
```
! wB97M-V def2-TZVPD RIJCOSX def2/J DEFGRID3
* xyz 0 1
C 0.338 1.628 -1.388
C 0.506 3.057 -0.959
C 1.539 0.957 -1.987
C 0.369 0.761 0.762
N -0.846 1.284 -1.906
H -1.650 1.774 -1.535
H -0.971 0.246 -1.960
H -0.362 3.416 -0.406
H 1.389 3.178 -0.336
H 0.631 3.682 -1.849
H 1.773 1.450 -2.938
H 2.405 1.049 -1.334
H 1.338 -0.090 -2.198
H 0.436 0.032 1.559
H 1.310 1.304 0.842
H -0.479 1.402 1.004
C -0.616 -2.151 0.921
C 0.376 -2.433 2.051
C -1.947 -1.587 1.420
C -0.041 -1.348 -0.250
O -0.757 -1.202 -1.267
H -0.833 -3.115 0.440
H 1.055 -1.413 -0.357
H -0.002 -3.228 2.696
H -2.613 -1.399 0.578
H 1.345 -2.753 1.659
H 0.544 -1.558 2.681
H -1.795 -0.651 1.960
H -2.438 -2.292 2.095
*
```

***

Record 5
Formula: C2H6I2N2
Source: OMol25
Level of theory: ωB97M-V/def2-TZVPD

Computed properties:
HOMO energy (alpha / beta): -0.31929 / -0.31930 hartree
Kohn-Sham gap (alpha / beta): 7.57 / 7.57 eV
molar mass: 311.9 u
lowest unoccupied orbital energy (alpha / beta): -0.041 / -0.041 Ha

The geometry in ORCA input format:
```
! wB97M-V def2-TZVPD RIJCOSX def2/J DEFGRID3
* xyz 0 1
C 0.302 -0.353 -1.177
C 0.970 0.319 1.087
N -0.017 -0.344 0.200
N -1.286 -0.053 0.596
I -1.979 2.018 -0.209
I -2.565 -1.458 -0.127
H -0.457 -1.005 -1.644
H 0.148 0.714 -1.528
H 1.202 -0.867 -1.239
H 0.524 0.199 2.063
H 1.706 -0.498 1.167
H 1.450 1.327 0.810
*
```

***

Record 6
Formula: F8N4NaO16S8
Source: OMol25
Level of theory: ωB97M-V/def2-TZVPD

Computed properties:
HOMO energy: -0.10821 hartree
Kohn-Sham gap: 8.69 eV
molar mass: 743.5 u
lowest unoccupied orbital energy: 0.211 Ha

The geometry in ORCA input format:
```
! wB97M-V def2-TZVPD RIJCOSX def2/J DEFGRID3
* xyz -3 1
Na -0.429 0.404 0.179
N -1.246 1.754 2.257
S -2.104 0.964 3.305
O -2.726 -0.240 2.691
O -2.793 1.680 4.391
F -0.857 0.340 4.039
S -2.580 2.671 1.773
O -2.790 3.944 2.458
O -3.784 2.072 1.291
F -1.900 3.137 0.391
N 0.725 -2.226 -3.094
S -0.311 -0.902 -3.379
O -0.863 -0.332 -2.163
O -1.050 -0.683 -4.620
F 0.993 0.060 -3.498
S -0.359 -3.206 -3.616
O -0.481 -3.480 -5.047
O -1.573 -3.310 -2.806
F 0.477 -4.509 -3.133
N 1.441 2.047 -0.285
S 1.353 3.075 -1.645
O 1.787 2.575 -2.929
O 1.489 4.511 -1.442
F -0.254 2.983 -1.795
S 2.921 1.744 -0.558
O 3.883 2.861 -0.517
O 3.151 0.602 -1.392
F 3.033 1.173 0.908
N 0.451 -1.653 0.951
S 1.532 -1.740 2.328
O 2.064 -2.982 2.841
O 1.415 -0.663 3.277
F 2.812 -1.234 1.479
S -0.423 -2.651 1.778
O -0.925 -2.311 3.126
O -0.291 -4.056 1.523
F -1.790 -2.418 0.934
*
```

***

Record 7
Formula: C27H46Cl2F6LaN3O5Si
Source: OMol25
Level of theory: ωB97M-V/def2-TZVPD

Computed properties:
HOMO energy: -0.31391 hartree
Kohn-Sham gap: 8.77 eV
molar mass: 844.6 u
lowest unoccupied orbital energy: 0.009 Ha

The geometry in ORCA input format:
```
! wB97M-V def2-TZVPD RIJCOSX def2/J DEFGRID3
* xyz 0 1
C 2.781 -2.247 -3.729
C 2.125 -1.685 -4.955
H 2.928 -3.330 -3.824
H 2.173 -2.036 -2.833
H 3.772 -1.787 -3.563
C 2.120 -2.263 -6.169
C 2.804 -3.537 -6.513
H 1.624 -1.764 -7.002
H 2.675 -4.295 -5.732
H 3.879 -3.410 -6.698
H 2.371 -3.921 -7.439
La -0.194 -0.426 2.944
Cl 1.467 -1.164 0.940
C -0.644 2.511 1.177
O -1.183 1.558 1.808
N -1.300 3.290 0.320
C -2.666 2.966 -0.087
C -0.628 4.393 -0.362
H 0.433 2.731 1.288
H -3.109 2.330 0.677
H -2.657 2.424 -1.045
H -3.227 3.904 -0.190
H 0.340 4.552 0.123
H -1.224 5.311 -0.284
H -0.451 4.177 -1.426
H -4.188 1.902 6.504
H -2.438 2.068 8.512
C -3.878 0.850 6.485
C -2.146 1.042 8.257
N -2.477 0.743 6.867
H -4.006 0.440 5.476
C -1.553 0.383 5.983
O -1.820 0.055 4.797
H -1.067 0.922 8.390
H -0.515 0.396 6.351
H -4.485 0.299 7.210
H -2.680 0.354 8.924
H 0.325 -5.224 2.154
H -0.464 -3.411 0.165
C -0.745 -5.305 2.390
C -1.408 -3.913 0.438
N -1.478 -4.154 1.872
H -0.860 -5.334 3.472
C -1.918 -3.181 2.679
O -2.109 -1.990 2.309
H -2.249 -3.281 0.140
H -2.059 -3.468 3.728
H -1.139 -6.220 1.926
H -1.463 -4.886 -0.068
O 0.251 -0.745 -3.881
C 1.366 -0.392 -4.688
C -0.042 0.113 -6.807
C 1.051 0.382 -5.974
H -0.758 -0.648 -6.501
C -0.167 0.808 -8.014
H 2.028 0.245 -4.078
C 2.012 1.326 -6.368
H -1.022 0.603 -8.653
C 0.778 1.756 -8.400
C 1.881 2.022 -7.570
H 2.877 1.484 -5.710
H 0.669 2.315 -9.332
H 2.627 2.769 -7.844
Si -0.920 0.022 -2.974
Cl 0.798 -2.831 4.123
C -2.532 -0.629 -3.662
C -0.855 1.874 -3.279
C -0.654 -0.448 -1.216
H -2.557 -0.455 -4.748
H -3.376 -0.105 -3.193
H -2.627 -1.710 -3.483
H -0.598 -1.540 -1.101
H -1.422 -0.072 -0.529
H 0.316 -0.067 -0.874
H -0.881 2.052 -4.364
H 0.063 2.325 -2.878
H -1.724 2.380 -2.835
C 2.675 0.241 6.050
C 2.205 1.219 4.989
O 1.090 0.831 4.303
C 1.873 2.610 5.670
F 2.938 3.142 6.337
F 1.405 3.538 4.805
F 0.875 2.411 6.595
C 3.395 1.423 3.953
F 4.528 1.925 4.523
F 3.713 0.214 3.408
F 3.044 2.238 2.930
H 1.923 0.203 6.853
H 3.650 0.552 6.443
H 2.713 -0.754 5.589
*
```

***

Record 8
Formula: C3H3Cl9Cr2O8S2
Source: OMol25
Level of theory: ωB97M-V/def2-TZVPD

Computed properties:
<S²>: 20.0299
HOMO energy (alpha / beta): -0.33687 / -0.34327 hartree
Kohn-Sham gap (alpha / beta): 6.83 / 7.22 eV
molar mass: 654.3 u
lowest unoccupied orbital energy (alpha / beta): -0.086 / -0.078 Ha

The geometry in ORCA input format:
```
! wB97M-V def2-TZVPD RIJCOSX def2/J DEFGRID3
* xyz 0 9
Cr 2.067 -2.551 -1.671
Cr 0.453 0.628 -3.028
S 0.929 -1.779 -4.432
O 2.096 -0.969 -4.233
O 1.223 -2.291 -5.754
O 1.029 -2.738 -3.349
O -0.136 -0.795 -4.334
S 0.511 -0.620 -0.587
O 1.521 -0.466 -1.624
O 0.865 0.165 0.581
O -0.588 -0.059 -1.431
O 0.560 -2.030 -0.429
C 1.240 1.639 3.373
Cl -0.426 1.315 3.725
Cl 2.278 0.671 4.392
Cl 1.623 3.400 3.651
H 1.501 1.463 2.330
C -1.498 2.688 0.292
Cl -2.927 2.243 -0.617
Cl -1.839 3.998 1.405
Cl -0.160 3.034 -0.898
H -1.159 1.794 0.817
C -1.750 -1.709 2.338
Cl -1.846 -2.005 4.126
Cl -2.867 -0.392 1.895
Cl -1.959 -3.253 1.374
H -0.742 -1.379 2.088
*
```